DFT (ωB97M-V/def2-TZVPD) results for C23H20Cl2N4O4PdS as an isolated structure.

Geometry as XYZ:
```
55
C23H20Cl2N4O4PdS | the Open Molecules 2025 dataset | ωB97M-V/def2-TZVPD
Cl -4.270 -2.677 -0.805
C 0.862 -2.480 1.897
C -3.048 0.212 2.056
C -2.323 2.431 1.438
C 0.733 5.302 1.269
C 1.325 -3.767 2.240
H -2.022 -0.088 3.939
H 1.519 6.046 1.255
H -3.449 -0.378 1.236
H -0.635 -1.732 -4.324
H -0.710 -2.747 3.337
C 0.095 -1.058 -3.888
O 0.399 1.771 1.883
C -0.332 -2.049 2.586
N -0.320 -0.323 -2.863
C 3.664 0.082 -4.225
C -2.239 -0.654 3.030
O -2.880 0.125 -0.915
H 4.038 -3.984 0.264
C 1.578 -1.725 0.932
C 0.063 2.999 1.559
H 3.997 1.095 -4.012
N 1.849 0.625 -2.727
H -2.794 -1.556 3.297
C 1.374 -0.976 -4.403
C -2.844 -2.095 -1.719
O -1.170 -1.190 -0.292
H 1.681 -1.573 -5.250
C -1.572 4.734 0.999
C 1.055 3.994 1.554
C -1.271 3.393 1.265
H 3.260 -1.727 -0.370
S 0.135 1.612 -1.023
H -0.814 6.717 0.761
C -0.582 5.685 0.985
Cl -1.728 -3.431 -2.011
H -3.329 2.799 1.641
Pd -0.444 0.316 0.801
H 4.307 -0.605 -3.672
C 3.149 -3.571 0.724
O 1.332 -0.496 0.541
N -0.989 -0.981 2.362
H -3.867 0.711 2.576
C 2.242 -0.089 -3.780
C 2.726 -2.318 0.362
H 2.768 -5.314 1.954
N -2.094 1.178 1.537
H 0.762 -4.331 2.976
C 0.588 0.486 -2.316
C -2.261 -0.914 -0.934
H 2.072 3.693 1.759
C 2.442 -4.322 1.675
H -3.204 -1.731 -2.674
H -2.601 5.010 0.800
H 3.778 -0.131 -5.288
```

As for the gap between HOMO and LUMO: 7.2 eV. As for the energy above the lowest of the compared OMol25 structures with the same formula, charge and spin: 17.03 kcal per mole. The value obtained for the LUMO energy is -1.0 eV. The strongest force on any atom is 1.428 eV/Å. For the total energy, the calculation gives -77685.048 eV.